# 1
The following is a quantum chemistry calculation of 5 unconnected molecules or ions with the total composition C36H83N5O8 at a distorted geometry, from OMol25.

Last column: Löwdin charge in e.
Geometry (Å):
C: -3.36881 -1.07089 -5.35741  0.022
C: -2.45386 -1.00144 -4.01787  -0.376
C: -2.88179 0.27064 -3.21466  -0.107
C: -2.76857 0.23818 -1.66089  -0.150
C: -3.47103 -1.06912 -1.20214  -0.112
C: -2.95731 -2.37031 -1.91586  -0.462
N: -2.77336 -2.25540 -3.31546  0.053
O: -2.37726 -3.42936 -3.91438  0.129
C: -1.62108 -2.67958 -1.25840  0.005
C: -3.85850 -3.51127 -1.44466  -0.017
C: -0.91147 -0.92668 -4.26778  0.017
H: -3.06892 -1.91357 -5.98034  0.072
H: -3.24013 -0.27198 -6.08768  0.102
H: -4.40219 -1.22733 -5.04796  0.092
H: -2.22090 1.08616 -3.50836  0.105
H: -3.87484 0.64232 -3.46724  0.124
H: -3.25453 1.01316 -1.06815  0.118
H: -1.70860 0.15475 -1.42088  0.100
H: -4.54746 -0.90214 -1.24114  0.131
H: -3.18715 -1.10698 -0.15044  0.119
H: -1.25394 -1.83988 -0.66831  0.091
H: -1.71501 -3.45151 -0.49461  0.107
H: -0.81567 -2.93719 -1.94618  0.095
H: -4.80556 -3.52760 -1.98404  0.095
H: -3.44494 -4.49999 -1.64337  0.094
H: -4.08042 -3.50827 -0.37750  0.107
H: -0.41240 -1.32754 -3.38554  0.086
H: -0.57029 0.06412 -4.56786  0.078
H: -0.64567 -1.63039 -5.05661  0.092
H: -2.95294 -3.68073 -4.64033  0.148
C: -2.24850 1.65974 2.38401  -0.026
C: -1.09994 2.64119 1.88844  -0.466
C: 0.13272 1.71362 1.66049  -0.119
C: 1.29079 2.48575 0.92774  -0.157
C: 0.71959 2.93704 -0.39511  -0.158
C: -0.50254 3.87097 -0.22939  -0.501
N: -1.52988 3.17574 0.57712  -0.125
O: -2.67254 3.93558 0.65418  -0.008
C: -0.04172 5.23042 0.10169  -0.021
C: -1.20173 3.87161 -1.63257  -0.025
C: -0.75997 3.64303 3.02123  -0.015
H: -2.18241 1.44427 3.45046  0.076
H: -2.41858 0.89485 1.62630  0.065
H: -3.11876 2.31501 2.42080  0.072
H: 0.54835 1.29885 2.57881  0.121
H: -0.19474 0.90026 1.01293  0.097
H: 2.06309 1.78009 0.62160  0.098
H: 1.71699 3.21237 1.61946  0.110
H: 0.35515 2.10493 -0.99752  0.103
H: 1.45419 3.45944 -1.00795  0.113
H: 0.91279 5.17512 0.62509  0.090
H: -0.18028 5.90718 -0.74147  0.095
H: -0.73624 5.62736 0.84206  0.087
H: -0.65135 4.50024 -2.33257  0.079
H: -1.48266 2.93494 -2.11405  0.067
H: -2.13489 4.42966 -1.55592  0.079
H: -0.36115 3.28768 3.97137  0.084
H: -1.62353 4.29978 3.12628  0.088
H: -0.01485 4.34347 2.64406  0.060
H: -3.04691 3.68054 -0.19222  0.084
C: 1.78032 4.68860 -4.56360  -0.102
O: 0.84417 3.60903 -4.63448  -0.199
C: 1.36252 2.39166 -4.05359  -0.230
C: 2.38705 1.85034 -4.96149  -0.201
N: 2.65730 0.44600 -4.57789  -0.092
C: 4.00529 -0.10287 -4.72064  -0.172
C: 3.91947 -1.51751 -4.17996  -0.195
O: 5.06895 -2.27260 -4.62610  -0.175
C: 5.22176 -3.57066 -4.22831  -0.150
H: 1.18706 5.59556 -4.44709  0.088
H: 2.37436 4.74996 -5.47543  0.087
H: 2.46484 4.65129 -3.71617  0.090
H: 0.69600 1.54847 -3.87231  0.090
H: 1.65804 2.68547 -3.04640  0.098
H: 3.28714 2.45820 -5.05328  0.127
H: 1.91738 1.79429 -5.94352  0.128
H: 1.92350 -0.16278 -4.91106  0.085
H: 4.65274 0.53802 -4.12216  0.133
H: 4.13011 -0.18617 -5.80026  0.125
H: 3.02794 -2.09908 -4.41464  0.119
H: 3.93567 -1.42721 -3.09383  0.097
H: 4.52065 -3.89087 -3.45759  0.066
H: 6.11849 -3.66379 -3.61568  0.092
H: 5.16462 -4.33730 -5.00105  0.090
C: 5.63926 0.39028 1.43350  -0.042
O: 5.36050 -1.04291 1.10177  -0.212
C: 4.86007 -1.28457 -0.21911  -0.228
C: 4.30526 -2.68124 -0.14360  -0.288
N: 5.21162 -3.65013 0.22565  -0.044
C: 4.68295 -4.99000 0.14366  -0.203
C: 5.53832 -6.02129 0.82783  -0.229
O: 5.39535 -5.98887 2.24088  -0.177
C: 6.38207 -5.26290 2.97411  -0.089
H: 6.01421 0.33055 2.45524  0.086
H: 4.84822 1.13232 1.32518  0.069
H: 6.42980 0.66425 0.73486  0.081
H: 5.61875 -1.23658 -1.00026  0.121
H: 4.16090 -0.49034 -0.48079  0.111
H: 3.89995 -2.78920 -1.14967  0.101
H: 3.46269 -2.65321 0.54733  0.125
H: 5.66304 -3.28329 1.05133  0.100
H: 4.41254 -5.16416 -0.89781  0.116
H: 3.73739 -5.15769 0.65932  0.117
H: 6.54545 -6.20830 0.45525  0.126
H: 5.13357 -6.98058 0.50526  0.117
H: 7.37744 -5.52644 2.61651  0.079
H: 6.47184 -5.51909 4.02976  0.092
H: 6.33464 -4.21561 2.67570  0.070
C: -6.37332 -2.24618 3.41791  -0.098
O: -5.45628 -1.73908 4.41735  -0.165
C: -5.07881 -0.34475 4.22480  -0.218
C: -4.28001 0.30111 5.34763  -0.277
N: -5.11526 0.45041 6.43786  -0.060
C: -4.46254 0.70072 7.75274  -0.137
C: -3.69591 2.08579 8.00519  -0.219
O: -2.60448 2.13939 7.20020  -0.217
C: -1.59111 3.02435 7.47905  -0.115
H: -7.01201 -3.03272 3.81985  0.087
H: -5.98637 -2.58441 2.45669  0.064
H: -7.01394 -1.43958 3.06138  0.076
H: -5.90555 0.33055 4.00439  0.119
H: -4.56637 -0.07506 3.30134  0.096
H: -3.91020 1.24713 4.95216  0.107
H: -3.45959 -0.37972 5.57451  0.129
H: -5.70742 -0.36696 6.40123  0.110
H: -3.90442 -0.08473 8.26233  0.109
H: -5.32977 0.71934 8.41279  0.105
H: -3.36920 2.05521 9.04463  0.115
H: -4.23249 3.02003 7.83973  0.124
H: -2.05795 4.00507 7.57039  0.085
H: -0.83888 3.15400 6.70095  0.084
H: -1.18515 2.82212 8.47021  0.091

Forces on the atoms, in the same order (eV/Å):
C 1.2 -0.7 0.7
C -1.0 1.5 -1.4
C -0.1 1.2 1.1
C -0.3 -2.5 -1.1
C 0.7 1.2 -0.4
C -0.9 0.4 3.2
N 0.2 -0.4 -0.9
O 0.2 0.8 1.4
C 2.1 0.1 0.9
C -1.0 -1.3 -1.4
C -0.6 -1.4 -0.3
H 0.1 -0.4 0.2
H -0.1 0.6 0.7
H 0.0 0.4 -0.2
H 0.1 -0.1 -0.5
H -0.2 -0.5 -0.2
H 0.3 0.5 -0.6
H 0.0 0.4 0.3
H -0.1 -0.4 -0.3
H -0.3 -0.8 0.1
H 0.0 0.3 -0.3
H -0.1 -0.3 -0.4
H -0.2 -0.3 0.0
H -0.3 0.3 0.1
H 0.4 0.1 -0.1
H 0.3 0.6 -0.1
H 0.3 0.6 0.1
H -0.3 -0.1 0.3
H 0.0 0.0 -0.2
H -0.5 0.4 -0.6
C 0.0 2.7 -0.3
C 0.0 -2.3 1.6
C 0.8 1.3 -1.0
C -1.0 -1.8 -0.1
C -0.8 1.1 0.2
C -0.6 -2.6 -2.8
N 2.9 -1.4 1.2
O -1.0 0.7 0.3
C -1.1 1.2 1.7
C -0.1 1.6 -0.1
C -0.3 1.3 -1.5
H 0.7 -1.0 -0.3
H 0.1 -0.4 0.5
H -0.5 -0.1 -0.4
H -0.5 0.0 0.2
H 0.1 -0.2 0.0
H 0.3 -0.1 0.6
H 0.0 0.3 -0.4
H 0.3 -0.5 0.3
H 0.1 0.1 0.0
H 0.3 0.6 -0.6
H 0.9 0.0 0.0
H -0.1 0.3 0.2
H 0.3 -0.4 -0.2
H 0.5 -0.4 0.4
H -0.1 0.2 0.0
H -0.5 -0.5 -0.2
H -0.2 -0.1 0.6
H 0.3 0.0 0.0
H -0.8 0.3 0.2
C -0.6 0.0 -0.2
O -0.4 -0.7 0.5
C 0.0 1.8 0.6
C 0.7 -2.0 -0.7
N -0.1 0.9 1.4
C -2.3 -0.6 -0.9
C 1.7 -1.0 0.7
O -0.6 2.1 -0.8
C -0.1 -1.3 2.0
H 0.1 0.0 -0.2
H 0.0 0.0 -0.1
H 0.0 -0.4 0.2
H -1.1 0.6 -0.4
H 0.7 -0.4 0.1
H 0.1 -0.2 0.2
H 0.1 0.6 -0.4
H 0.3 0.0 -0.3
H 0.5 -0.3 -0.6
H 1.4 0.3 0.0
H -0.4 0.4 -0.5
H 0.0 -0.2 0.3
H -0.9 0.1 0.0
H 0.7 -0.1 -0.6
H 0.2 0.3 -0.4
C 0.9 -2.3 -0.8
O -0.2 2.2 0.2
C 0.8 0.3 1.2
C -2.3 2.2 -1.3
N 1.6 -0.4 -0.4
C 0.3 0.4 0.9
C -0.2 -1.6 -0.5
O 0.3 -0.1 0.5
C 1.1 -0.2 -1.8
H -0.1 0.3 -0.2
H -0.6 -0.6 0.0
H 0.2 0.4 0.2
H 0.7 0.0 0.1
H -0.7 -0.3 0.0
H -0.2 -0.8 -0.3
H -0.6 0.1 0.1
H 0.1 -1.0 0.4
H 0.6 -0.4 -0.2
H -0.6 0.6 0.4
H 0.6 1.1 0.4
H -0.6 -0.2 0.3
H 0.3 -0.4 -0.3
H -1.1 0.3 0.0
H -0.3 0.3 1.0
C -0.3 1.2 0.2
O 0.0 0.8 -1.0
C -0.1 0.7 -1.1
C 0.8 -1.5 -2.0
N -0.2 1.0 2.4
C -1.7 1.5 0.6
C -1.1 -1.3 0.2
O 1.7 -1.9 -2.9
C -0.7 1.6 1.2
H 0.3 0.1 0.3
H 1.1 -0.4 0.2
H -0.4 0.3 0.4
H -1.2 -0.4 0.8
H 0.9 -1.3 -0.5
H 0.2 0.0 0.1
H 0.7 0.1 -0.1
H -0.2 0.0 1.1
H 0.8 -0.4 -0.9
H -0.1 0.5 0.3
H -0.2 0.0 0.5
H -0.9 -0.2 0.1
H 0.1 0.6 0.1
H -0.1 -0.8 0.0
H 0.6 -0.2 0.0

Computed properties:
HOMO-LUMO gap (alpha / beta), eV: 7.4 / 3.5
Calculated total energy, eV: -62489.425
⟨S²⟩: 0.75
Relative energy (zero: lowest compared OMol25 entry of this formula, charge and spin), kJ/mol: 0.0
Total charge: +1
2S+1: 2
LUMO energy (alpha / beta), Eh: -0.100 / -0.240
E_HOMO (alpha / beta), eV: -10.0626 / -10.0626

=====

# 2
The following is a quantum chemistry calculation of a single C6H6O molecule at a distorted geometry, from OMol25.

Last column: Löwdin charge in e.
Geometry (Å):
O: 1.63512 1.42150 1.19892  0.016
C: 0.73824 0.59250 0.54184  -0.323
C: -0.59502 0.57384 0.87590  -0.060
C: -1.37564 -0.47982 0.42182  -0.090
C: -0.91472 -1.22385 -0.67145  -0.096
C: 0.14786 -0.67607 -1.39909  -0.087
C: 1.12984 0.00929 -0.69111  -0.010
H: 1.24728 2.30010 1.30401  0.104
H: -0.91753 1.38174 1.53809  0.118
H: -2.21111 -0.78491 1.04205  0.104
H: -1.32139 -2.20907 -0.86135  0.103
H: 0.23143 -0.88664 -2.45258  0.099
H: 2.20561 -0.01861 -0.84704  0.120

Forces on the atoms, in the same order (eV/Å):
O 0.0 -0.2 -0.2
C 0.0 1.0 -1.6
C 0.3 0.7 1.0
C 0.5 -0.8 0.0
C -0.9 1.1 0.9
C 1.0 -1.1 0.3
C -0.4 0.0 1.4
H 0.0 -0.3 0.1
H -0.3 -0.7 0.3
H -0.2 0.0 -0.4
H -0.5 0.4 -0.7
H 0.6 -0.7 -0.1
H -0.3 0.6 -1.0

Computed properties:
HOMO-LUMO gap, eV: 9.3
Calculated total energy, eV: -8365.146
Structure (SMILES): Oc1ccccc1
Relative energy (zero: lowest compared OMol25 entry of this formula, charge and spin), kJ/mol: 131.2
LUMO energy, Eh: 0.027
E_HOMO, eV: -8.5605